[1]
Here is a molecular structure, C47H62Br4Cl3GeN6O6PSSiTeTi in a non-equilibrium geometry from the OMol25 dataset. Energies are from wB97M-V/def2-TZVPD.

Results
Charge: -2
HOMO level, eV: -2.36
2S+1: 1
Energy relative to the best compared isomer or geometry (same formula, charge and spin), kcal per mole: 57.3
Molar mass, g/mol: 1572.2

CARTESIAN COORDINATES (ANGSTROEM)
1 Ti -0.07 -0.64 -0.08
2 Br 4.50 -5.29 -2.42
3 C 2.84 -4.41 -2.54
4 C 1.93 -4.80 -3.50
5 Br 2.30 -6.23 -4.66
6 C 0.73 -4.10 -3.60
7 Br -0.56 -4.61 -4.88
8 C 0.44 -3.02 -2.80
9 O -0.68 -2.28 -2.96
10 C 1.37 -2.62 -1.79
11 O 1.16 -1.62 -1.02
12 C 2.55 -3.36 -1.69
13 Br 3.72 -2.86 -0.31
14 O -0.66 -3.72 -0.38
15 C -1.60 -2.96 -0.54
16 O -1.59 -1.70 -0.42
17 C -2.97 -3.53 -0.99
18 N -3.16 -3.24 -2.42
19 C -4.01 -4.27 -3.02
20 C -4.21 -5.33 -1.93
21 C -3.07 -5.05 -0.95
22 H -3.75 -3.07 -0.36
23 H -1.51 -2.82 -2.95
24 H -3.52 -2.30 -2.55
25 H -3.48 -4.69 -3.88
26 H -4.96 -3.87 -3.37
27 H -4.20 -6.34 -2.33
28 H -5.17 -5.17 -1.43
29 H -2.14 -5.48 -1.32
30 H -3.26 -5.43 0.05
31 Cl 0.50 1.13 3.09
32 Ge 0.21 1.72 0.92
33 Cl 2.26 0.59 0.36
34 Cl 0.49 -1.81 1.73
35 C -5.63 -0.88 1.93
36 N -4.42 -0.45 1.29
37 C -4.58 -0.10 -0.10
38 P -3.14 0.24 2.15
39 O -1.89 0.09 1.37
40 N -3.61 1.74 2.74
41 C -4.70 2.54 2.22
42 C -2.55 2.57 3.29
43 N -3.08 -0.65 3.58
44 C -3.66 -0.23 4.83
45 C -2.22 -1.79 3.70
46 H -5.98 -1.81 1.47
47 H -6.44 -0.14 1.85
48 H -5.43 -1.07 2.98
49 H -4.85 -0.99 -0.68
50 H -3.64 0.31 -0.46
51 H -5.36 0.66 -0.24
52 H -5.43 1.90 1.74
53 H -4.35 3.29 1.51
54 H -5.18 3.04 3.07
55 H -1.74 1.95 3.65
56 H -2.16 3.26 2.54
57 H -2.96 3.16 4.12
58 H -4.28 0.64 4.66
59 H -2.88 0.02 5.56
60 H -4.27 -1.04 5.25
61 H -1.80 -2.04 2.73
62 H -2.78 -2.66 4.07
63 H -1.39 -1.59 4.39
64 C -1.18 6.65 -2.91
65 C -1.96 6.12 -1.74
66 C -2.73 6.95 -0.92
67 C -3.41 6.32 0.11
68 N -3.36 5.03 0.33
69 C -2.57 4.30 -0.49
70 S -2.50 2.63 -0.23
71 N -1.87 4.82 -1.51
72 H -1.60 7.59 -3.25
73 H -1.19 5.92 -3.72
74 H -0.15 6.80 -2.61
75 H -2.81 8.01 -1.09
76 H -4.04 6.89 0.79
77 C -2.32 2.35 -3.73
78 C -1.72 0.96 -3.94
79 C -2.68 -0.06 -3.34
80 C -1.61 0.69 -5.44
81 Si -0.01 0.91 -3.02
82 O -0.23 0.52 -1.49
83 C 0.84 2.62 -3.22
84 C 1.56 3.17 -2.17
85 C 2.20 4.39 -2.27
86 C 2.11 5.11 -3.45
87 C 1.43 4.57 -4.53
88 C 0.82 3.34 -4.41
89 C 1.44 -0.16 -3.70
90 C 2.65 -0.08 -3.00
91 C 3.76 -0.80 -3.37
92 C 3.71 -1.62 -4.49
93 C 2.53 -1.72 -5.21
94 C 1.42 -1.00 -4.80
95 H -3.32 2.40 -4.18
96 H -1.71 3.13 -4.18
97 H -2.40 2.57 -2.67
98 H -3.72 0.26 -3.47
99 H -2.49 -0.18 -2.28
100 H -2.55 -1.02 -3.83
101 H -2.57 0.88 -5.92
102 H -1.35 -0.35 -5.63
103 H -0.86 1.32 -5.91
104 H 1.63 2.61 -1.25
105 H 2.74 4.79 -1.42
106 H 2.58 6.08 -3.53
107 H 1.37 5.12 -5.47
108 H 0.31 2.93 -5.28
109 H 2.72 0.57 -2.14
110 H 4.68 -0.72 -2.80
111 H 4.59 -2.18 -4.80
112 H 2.48 -2.35 -6.08
113 H 0.51 -1.09 -5.38
114 C 3.15 7.20 6.51
115 C 2.54 6.44 5.36
116 C 1.37 6.86 4.76
117 C 0.85 6.22 3.64
118 C -0.43 6.73 3.06
119 C 1.53 5.13 3.09
120 Te 0.86 4.32 1.19
121 C 2.67 4.65 3.73
122 C 3.37 3.42 3.26
123 C 3.16 5.31 4.85
124 H 2.48 7.99 6.85
125 H 4.09 7.66 6.20
126 H 3.37 6.54 7.34
127 H 0.84 7.72 5.16
128 H -0.89 7.48 3.71
129 H -1.13 5.91 2.92
130 H -0.26 7.17 2.07
131 H 3.62 3.50 2.20
132 H 2.70 2.56 3.37
133 H 4.28 3.24 3.83
134 H 4.05 4.94 5.33

Results of the Löwdin charge analysis, in e, for atoms 1 through 4:
1 Ti 0.50
2 Br 0.69
3 C -0.77
4 C -0.78

***

[2]
Here is 2 unconnected molecules or ions with the total composition C47H62N4P in a non-equilibrium geometry from the OMol25 dataset. Energies are from wB97M-V/def2-TZVPD.

Results
Charge: +1
HOMO level, eV: -8.50
2S+1: 1
Energy relative to the best compared isomer or geometry (same formula, charge and spin), kcal per mole: 0.0
Molar mass, g/mol: 714.0

CARTESIAN COORDINATES (ANGSTROEM)
1 C -3.28 2.13 2.07
2 C -2.66 0.88 1.46
3 C -3.08 0.69 0.01
4 C -3.02 -0.36 2.28
5 C -4.36 -0.72 2.44
6 C -4.70 -1.78 3.29
7 C -3.70 -2.49 3.95
8 C -2.35 -2.15 3.78
9 C -1.28 -2.87 4.61
10 C -1.44 -4.39 4.58
11 C -1.30 -2.34 6.04
12 C -2.02 -1.08 2.94
13 N -0.65 -0.60 2.86
14 P 0.54 -1.19 1.75
15 H 0.44 -0.07 0.77
16 N 1.77 -0.53 2.80
17 C 3.15 -1.00 2.85
18 C 4.14 -0.25 2.20
19 C 3.76 1.01 1.42
20 C 4.18 0.94 -0.04
21 C 4.38 2.24 2.08
22 C 5.48 -0.59 2.35
23 C 5.85 -1.66 3.18
24 C 4.86 -2.39 3.84
25 C 3.50 -2.07 3.69
26 C 2.46 -2.81 4.54
27 C 2.50 -2.28 5.97
28 C 2.65 -4.33 4.51
29 C 1.24 0.04 3.95
30 C -0.11 0.00 3.99
31 H -2.98 2.23 3.12
32 H -2.97 3.03 1.54
33 H -4.38 2.07 2.04
34 H -1.57 0.98 1.50
35 H -2.62 -0.20 -0.42
36 H -4.17 0.61 -0.07
37 H -2.76 1.55 -0.58
38 H -5.13 -0.16 1.91
39 H -5.75 -2.04 3.43
40 H -3.96 -3.31 4.62
41 H -0.30 -2.64 4.17
42 H -1.58 -4.75 3.55
43 H -0.55 -4.87 4.99
44 H -2.31 -4.70 5.18
45 H -1.11 -1.26 6.07
46 H -2.28 -2.52 6.49
47 H -0.53 -2.83 6.66
48 H 2.67 1.10 1.47
49 H 3.72 0.07 -0.54
50 H 3.85 1.84 -0.57
51 H 5.27 0.86 -0.13
52 H 4.10 2.30 3.14
53 H 5.48 2.19 2.02
54 H 4.05 3.16 1.58
55 H 6.24 0.00 1.84
56 H 6.90 -1.90 3.33
57 H 5.14 -3.21 4.51
58 H 1.47 -2.60 4.12
59 H 2.30 -1.20 6.01
60 H 1.77 -2.79 6.61
61 H 3.50 -2.44 6.40
62 H 2.78 -4.69 3.49
63 H 3.52 -4.63 5.11
64 H 1.77 -4.83 4.93
65 H 1.91 0.41 4.72
66 H -0.76 0.35 4.78
67 C 1.61 -1.84 -8.17
68 N 2.26 -1.61 -6.90
69 C 3.63 -2.07 -6.89
70 C 4.26 -2.07 -5.51
71 C 3.85 -0.83 -4.71
72 C 2.37 -0.66 -4.68
73 C 1.62 -1.09 -5.82
74 C 0.21 -0.93 -5.78
75 C -0.40 -0.30 -4.71
76 C 0.35 0.27 -3.64
77 C -0.21 1.16 -2.66
78 C -1.20 2.13 -2.98
79 C -1.73 3.01 -1.98
80 C -2.88 3.76 -2.19
81 C -3.55 3.70 -3.45
82 N -4.80 4.20 -3.61
83 C -5.47 4.12 -4.89
84 C -5.48 5.00 -2.60
85 C -4.99 4.68 -1.19
86 C -3.47 4.63 -1.12
87 C -2.88 3.04 -4.52
88 C -1.73 2.32 -4.30
89 C 1.74 -0.04 -3.62
90 H 0.71 -1.22 -8.26
91 H 2.29 -1.57 -8.99
92 H 1.34 -2.90 -8.31
93 H 3.67 -3.08 -7.31
94 H 4.22 -1.43 -7.58
95 H 3.97 -2.98 -4.98
96 H 5.35 -2.09 -5.62
97 H 4.22 -0.92 -3.69
98 H 4.34 0.05 -5.15
99 H -0.40 -1.30 -6.60
100 H -1.48 -0.18 -4.72
101 H 0.23 1.19 -1.66
102 H -1.24 3.06 -1.01
103 H -5.45 3.10 -5.28
104 H -6.51 4.43 -4.77
105 H -5.00 4.78 -5.64
106 H -5.30 6.07 -2.81
107 H -6.55 4.81 -2.69
108 H -5.37 5.45 -0.52
109 H -5.41 3.72 -0.87
110 H -3.15 4.27 -0.14
111 H -3.08 5.66 -1.22
112 H -3.29 3.11 -5.53
113 H -1.23 1.89 -5.15
114 H 2.34 0.31 -2.78

Results of the Löwdin charge analysis, in e, for atoms 1 through 4:
1 C -0.05
2 C -0.38
3 C -0.05
4 C -0.15